(1)
C23H40Cl5F2KN4O8S | ωB97M-V/def2-TZVPD

Cartesian coordinates (Å):
N: 1.4009 -2.3044 -2.1992
C: 1.3000 -0.8980 -1.5772
C: 2.6873 -0.0298 -1.4176
C: 2.7117 1.4768 -0.7695
N: 3.8854 2.4403 -0.5737
S: 3.0392 3.8292 0.1420
N: 1.3243 3.3987 0.3199
C: 1.2050 1.9784 -0.2695
C: -0.2277 1.1274 -0.3671
C: -0.1941 -0.3546 -1.0674
C: -1.4691 -1.3571 -1.3043
C: -2.9388 -0.7039 -0.9877
O: -3.8263 -1.4891 -0.3187
Cl: -3.5394 0.9758 -1.4895
H: 0.8271 -2.9930 -1.6407
H: 2.4047 -2.6137 -2.0825
H: 3.7101 -0.5042 -1.7922
H: -1.2278 1.5698 0.0502
H: -1.2962 -2.2916 -0.5830
H: -1.4372 -1.7303 -2.4228
C: -1.2702 5.2355 7.2192
O: -2.1268 4.1606 7.5741
C: -2.9429 3.6392 6.5269
C: -2.3599 2.3174 6.0267
N: -1.0521 2.5167 5.3214
C: -1.0767 3.1932 3.9814
C: -1.7035 2.3019 2.9032
O: -0.8355 1.2097 2.6075
C: -1.1644 -0.0283 3.2195
H: -1.3113 5.9859 8.0132
H: -0.2458 4.8582 7.1659
H: -1.5372 5.7048 6.2694
H: -3.1092 4.3672 5.7243
H: -3.9238 3.4297 6.9650
H: -3.0379 1.7990 5.3419
H: -2.1298 1.6608 6.8712
H: -0.5725 1.6144 5.2087
H: -0.4372 3.0445 5.9566
H: -0.0275 3.4008 3.7402
H: -1.6125 4.1399 4.0872
H: -1.7823 2.8949 1.9847
H: -2.7158 1.9742 3.1511
H: -2.1876 -0.0604 3.6025
H: -0.4614 -0.2095 4.0368
H: -1.0341 -0.8240 2.4814
C: 6.1869 -0.3099 -0.2040
Cl: 5.6319 -1.7503 -1.0654
Cl: 5.2511 -0.0521 1.2734
H: 7.2399 -0.4365 0.0594
H: 6.0714 0.5603 -0.8546
C: 1.2154 -4.9152 0.2748
C: 0.6794 -5.6214 1.5145
O: -0.2205 -6.6575 1.1126
O: 0.1313 -4.3853 -0.4844
H: 1.8860 -4.0960 0.5468
H: 1.7521 -5.6187 -0.3690
H: 0.1115 -4.9255 2.1382
H: 1.4862 -6.0593 2.1092
H: 0.3107 -7.3559 0.6921
H: -0.5896 -5.0423 -0.4172
C: -6.3094 -0.2308 -4.3658
C: -5.5222 0.5012 -5.4347
C: -5.9139 1.9421 -5.5744
O: -5.6203 2.2146 -6.9306
C: -5.7467 1.0305 -7.5955
O: -5.7964 0.9195 -8.8101
O: -5.8148 -0.0218 -6.7221
H: -5.8580 -1.2086 -4.1709
H: -6.3277 0.3306 -3.4266
H: -7.3378 -0.4201 -4.6899
H: -4.4467 0.3952 -5.2580
H: -5.3337 2.5941 -4.9134
H: -6.9813 2.1235 -5.4051
Cl: 8.9095 -1.8563 -1.0991
C: 9.8086 -2.4657 -2.5111
C: 8.8934 -2.7746 -3.6851
Cl: 7.8434 -4.1786 -3.3687
H: 10.3745 -3.3488 -2.1979
H: 10.5224 -1.6859 -2.7918
H: 9.4914 -3.0196 -4.5680
H: 8.2543 -1.9217 -3.9334
F: -3.9378 -0.0601 -7.9824
F: 0.5622 -1.2125 -3.8336
K: 1.4622 1.1658 -2.6878

HOMO energy, eV: -3.99
Electronic energy, eV: -142025.8892
Molar mass, g/mol: 787.019
Multiplicity: 1



(2)
C23H40F12O11P | ωB97M-V/def2-TZVPD

Cartesian coordinates (Å):
C: 4.9710 2.1286 -2.5743
C: 3.5544 1.5812 -2.3909
P: 2.3496 2.8037 -1.5147
C: 0.8492 1.6262 -1.9605
C: -0.5262 2.1974 -1.6229
C: -1.6480 1.1601 -1.3146
C: -1.4913 -0.1388 -2.0734
O: -2.7245 -0.8782 -2.0547
C: 2.0443 3.9231 -3.0723
O: 2.6917 3.5166 -4.2925
O: 1.7713 3.5522 -5.3936
H: 5.3519 2.3694 -1.5766
H: 5.6570 1.3896 -2.9961
H: 4.9761 3.0672 -3.1317
H: 3.1718 1.1437 -3.3189
H: 3.6562 0.7342 -1.6995
H: 1.4421 3.7315 -0.8027
H: 3.4942 3.6642 -1.1533
H: 2.5305 2.0671 -0.2647
H: 0.9122 1.2915 -3.0013
H: 1.0111 0.7451 -1.3284
H: -0.8719 2.8113 -2.4608
H: -0.4590 2.8453 -0.7464
H: -2.5966 1.6146 -1.6131
H: -1.6684 0.9787 -0.2383
H: -0.7027 -0.7258 -1.5985
H: -1.1747 0.0717 -3.0987
H: -2.4864 -1.7992 -2.1872
H: 2.3633 4.9479 -2.8418
H: 0.9671 3.9600 -3.2548
H: 1.2020 2.7802 -5.2572
C: -1.6922 0.2253 5.7801
C: -1.7822 0.5394 4.3028
O: -0.5780 1.1649 3.8217
C: 0.4292 0.3466 3.5455
O: 0.4298 -0.8444 3.6623
C: 1.6191 1.1540 2.9926
F: 1.8464 2.2459 3.7376
F: 1.3600 1.5341 1.7496
F: 2.7265 0.4166 3.0016
H: -1.4473 1.1276 6.3430
H: -2.6361 -0.1646 6.1334
H: -0.9110 -0.5098 5.9748
H: -2.5750 1.2592 4.1101
H: -1.9938 -0.3533 3.7154
C: 4.4326 1.9367 -6.4947
C: 4.3051 2.1526 -7.9826
O: 5.4703 2.8183 -8.5323
C: 6.5109 2.0542 -8.7962
O: 6.6059 0.8708 -8.6475
C: 7.6374 2.9145 -9.4026
F: 7.8154 4.0507 -8.7250
F: 7.3389 3.2344 -10.6722
F: 8.7907 2.2511 -9.4084
H: 4.6243 2.8789 -5.9843
H: 3.5120 1.5157 -6.0974
H: 5.2559 1.2611 -6.2591
H: 3.4700 2.8163 -8.1958
H: 4.1355 1.2188 -8.5188
C: -4.9532 -3.1945 -1.7039
C: -6.4425 -3.3099 -1.9323
O: -7.0651 -4.1784 -0.9584
C: -7.3417 -3.6365 0.2170
O: -7.1417 -2.5102 0.5598
C: -8.0312 -4.6831 1.1143
F: -7.4064 -5.8636 1.0631
F: -9.2970 -4.8686 0.7119
F: -8.0539 -4.2798 2.3791
H: -4.4943 -4.1849 -1.6897
H: -4.5002 -2.6022 -2.4963
H: -4.7351 -2.7127 -0.7521
H: -6.6495 -3.7727 -2.8950
H: -6.9272 -2.3347 -1.9198
C: 0.1471 -4.7041 9.6297
C: -1.0322 -4.3483 10.5077
O: -1.5255 -3.0260 10.2101
C: -2.3288 -2.9321 9.1601
O: -2.6869 -3.8209 8.4474
C: -2.7923 -1.4729 8.9937
F: -1.7758 -0.6172 9.1263
F: -3.7080 -1.1688 9.9231
F: -3.3363 -1.2894 7.7957
H: 0.9298 -3.9505 9.7189
H: 0.5541 -5.6711 9.9237
H: -0.1460 -4.7576 8.5820
H: -0.7379 -4.3130 11.5544
H: -1.8402 -5.0722 10.4103

HOMO energy, eV: -3.67
Charge: -1
Electronic energy, eV: -88917.1114
Molar mass, g/mol: 751.512
Multiplicity: 1



(3)
C23H40F13NO4PS | ωB97M-V/def2-TZVPD

Cartesian coordinates (Å):
O: 5.7811 3.2233 5.3373
P: 5.0592 2.0479 4.8205
C: 4.0880 2.4929 3.3269
C: 4.3465 3.7736 2.8185
C: 3.6220 4.1910 1.7170
N: 2.7056 3.3721 1.1739
C: 2.4243 2.1312 1.6274
C: 1.3546 1.3967 0.8759
C: 1.4004 -0.1225 1.0055
C: 0.5292 -0.7329 2.0888
F: 1.0504 -1.9517 2.3687
F: 0.6307 -0.0140 3.2351
C: -0.9699 -1.0334 1.7718
F: -0.9445 -2.0910 0.9549
F: -1.5760 -1.3747 2.9127
C: -1.8975 0.0021 1.0503
F: -1.3129 0.3768 -0.0944
F: -2.9999 -0.6845 0.7378
C: -2.3828 1.2031 1.9389
F: -1.3976 1.5914 2.7480
F: -3.3664 0.7468 2.6916
S: -3.0146 2.7437 0.9948
F: -4.4293 2.6709 1.6660
F: -2.5175 3.6861 2.1680
F: -1.5707 2.8605 0.3153
F: -3.5107 1.8227 -0.1780
F: -3.4518 4.0049 0.1799
C: 3.1353 1.6721 2.7327
H: 4.0875 1.5405 5.7025
H: 5.8559 0.9523 4.4454
H: 5.0716 4.4208 3.2882
H: 3.7564 5.1599 1.2646
H: 2.1895 3.7123 0.3716
H: 1.4980 1.6389 -0.1785
H: 0.4042 1.8297 1.1529
H: 1.1881 -0.6197 0.0643
H: 2.4162 -0.4189 1.2594
H: 2.9303 0.6877 3.1220
C: 3.9373 1.0308 -4.1374
C: 3.3479 1.4600 -2.8075
O: 4.3080 1.9276 -1.8685
C: 5.0712 3.0561 -2.2672
C: 4.2418 4.2972 -2.5506
H: 4.6935 0.2600 -3.9882
H: 3.1536 0.6303 -4.7799
H: 4.4047 1.8619 -4.6660
H: 2.8761 0.6005 -2.3275
H: 2.5622 2.2106 -2.9605
H: 5.6965 2.8093 -3.1295
H: 5.7492 3.2505 -1.4352
H: 3.5616 4.1573 -3.3905
H: 4.8939 5.1362 -2.7913
H: 3.6410 4.5691 -1.6769
C: -9.0801 -0.9745 -2.1256
C: -7.7111 -1.1347 -2.7635
O: -6.9157 0.0383 -2.7295
C: -6.6124 0.5488 -1.4476
C: -5.8373 -0.4147 -0.5632
H: -9.6281 -0.1586 -2.5980
H: -9.6548 -1.8934 -2.2421
H: -9.0141 -0.7594 -1.0581
H: -7.8271 -1.3672 -3.8216
H: -7.1731 -1.9770 -2.3135
H: -7.5234 0.8858 -0.9397
H: -6.0103 1.4394 -1.6328
H: -6.4129 -1.3121 -0.3341
H: -5.5882 0.0655 0.3833
H: -4.9152 -0.7257 -1.0552
C: 2.2507 -6.8513 -1.2925
C: 2.4601 -5.6392 -0.4022
O: 1.5077 -4.6063 -0.5960
C: 0.1551 -4.9554 -0.3538
C: -0.1225 -5.4171 1.0665
H: 2.2523 -6.5589 -2.3432
H: 3.0502 -7.5744 -1.1310
H: 1.3049 -7.3535 -1.0864
H: 3.4240 -5.1832 -0.6293
H: 2.4932 -5.9374 0.6517
H: -0.1847 -5.7047 -1.0766
H: -0.4127 -4.0474 -0.5564
H: 0.4070 -6.3386 1.3098
H: -1.1887 -5.6052 1.1956
H: 0.1857 -4.6542 1.7837

HOMO energy, eV: -11.07
Charge: +1
Electronic energy, eV: -89622.2490
Molar mass, g/mol: 704.591
Multiplicity: 1



- What is the electronic energy in the second record?
  -88917.1114 eV